23
Properties=species:S:1:pos:R:3:forces:R:3 method="wB97M-V/def2-TZVPD" charge=0 homo_energy_ev="-9.003 / -9.121" lumo_ev="-0.44 / -2.40" multiplicity=2 orbital_gap_ev="8.56 / 6.72"
Ag -0.054017 0.026298 -0.134694 1.78 0.28 0.80
B 2.140748 0.559916 -1.119492 -0.17 0.87 -1.54
H 1.906613 -0.240827 -0.328465 0.36 -2.12 1.45
H 3.199085 1.028562 -1.054583 1.17 0.19 0.85
H 1.935258 0.188993 -2.204042 -0.41 -0.84 -1.03
H 1.424055 1.444706 -0.965573 -1.13 1.97 -0.01
B 0.667039 -0.563655 2.047185 -0.83 -1.39 0.41
H 0.880850 -1.464471 1.346316 0.43 -1.32 -0.25
H -0.440928 -0.611929 2.396804 -1.21 0.28 0.44
H 1.312189 -0.579006 3.011595 1.20 0.12 0.69
H 0.989007 0.434472 1.559851 0.49 2.20 -0.70
O -1.352163 0.556042 -1.906312 -0.68 -0.23 -0.83
H -1.693344 -0.160014 -2.455357 0.15 0.12 -0.05
H -1.645619 1.365919 -2.339197 0.23 0.05 0.19
O 0.076377 -2.150156 -0.914097 -0.61 -1.09 -0.78
H 0.502381 -2.986381 -0.682699 0.16 0.27 0.13
H -0.830073 -2.394242 -1.139235 0.16 -0.20 0.03
O -2.081815 -0.591507 0.763925 -1.18 -0.06 0.03
H -2.814102 -1.201795 0.613701 0.11 0.10 -0.10
H -2.143802 -0.339759 1.696078 0.39 -0.18 -0.06
O -0.629889 2.204651 0.439927 -0.70 1.27 0.40
H -0.924935 2.417897 1.335505 0.12 -0.08 -0.09
H -0.422921 3.056293 0.032857 0.17 -0.20 0.01

51
Properties=species:S:1:pos:R:3:forces:R:3 method="wB97M-V/def2-TZVPD" charge=-2 homo_energy_ev=-3.024 lumo_ev=4.31 multiplicity=1 orbital_gap_ev=7.33 de_lowest_ev=15.7983
Ag -9.072466 11.649594 15.733529 -2.13 1.97 -6.66
P -8.156259 11.022560 18.197728 -0.49 -4.66 8.31
O -7.642857 10.370893 16.949785 8.53 -8.89 -4.44
O -9.128200 12.323783 17.839739 -1.38 8.10 3.78
O -9.411715 10.494190 17.565262 -9.20 -7.60 1.45
O -7.610674 12.093532 17.313234 5.93 10.00 -0.95
O -9.875170 12.827321 20.265614 -0.70 0.44 2.78
H -10.106035 13.757594 20.310712 -0.09 0.13 -0.03
H -9.687650 12.701118 19.360231 0.58 -0.19 -1.59
O -11.379852 12.773464 17.160064 0.77 0.13 0.23
H -10.397328 12.642491 17.359885 -2.18 0.93 -1.12
H -11.618607 12.087576 17.790639 -1.26 -0.35 0.14
O -6.041260 11.570122 20.364293 1.23 -2.39 2.31
H -6.563294 11.374755 21.174413 0.39 0.29 -1.13
H -6.370840 12.360331 20.020915 -1.26 2.21 -0.79
O -7.823559 14.027793 15.923556 1.59 -1.65 -1.03
H -7.849573 13.171734 16.465624 0.65 2.41 -1.63
H -8.515729 14.489945 16.323688 -1.94 1.80 0.87
O -11.277675 10.697480 19.144859 -1.03 0.15 0.65
H -10.590260 10.694418 18.413375 -0.17 -0.23 1.04
H -11.005483 11.377199 19.788574 -0.05 -0.34 -0.29
O -6.547046 11.483150 14.859811 -0.92 -1.16 0.68
H -6.433434 12.400129 15.003013 0.54 1.82 -0.20
H -6.946435 11.227844 15.752056 1.28 -0.43 -1.88
O -7.208836 13.855184 19.148999 -1.34 -0.90 0.82
H -6.570526 14.368748 18.708144 1.29 0.93 -1.10
H -7.644078 13.288563 18.440471 1.12 1.21 1.36
O -5.179995 9.871012 17.068821 0.12 0.66 -0.02
H -6.147930 10.046602 17.031363 0.22 -1.43 0.36
H -5.009497 10.828177 17.048334 1.22 -0.20 -0.02
O -10.989589 10.247535 15.788210 -1.25 -0.70 0.71
H -11.470436 9.449419 16.048806 -0.19 0.10 -0.27
H -10.397209 10.376819 16.640689 -1.32 -0.36 -1.21
O -5.578381 8.505957 14.640921 -0.17 -0.20 -0.32
H -6.474227 8.251478 14.385935 0.03 0.19 0.23
H -5.698272 9.099057 15.406997 0.47 -0.26 -0.16
O -5.192907 12.582538 17.254702 -0.22 0.83 0.44
H -6.206171 12.454260 17.340246 2.57 0.65 0.33
H -4.833770 12.915882 18.101024 -0.58 -0.54 -0.57
O -9.966868 8.138680 18.253441 -0.32 -1.17 -1.11
H -10.173458 8.381952 19.130769 -0.55 0.48 1.53
H -9.726615 9.007740 17.845692 0.01 -0.22 0.18
O -8.709015 9.261543 15.089767 1.08 0.11 -0.32
H -9.647237 9.416815 15.147078 -0.79 -0.30 -0.25
H -8.357490 9.739091 15.929209 -0.26 -1.73 -1.83
O -9.508315 14.758677 17.990105 -0.21 0.70 -0.13
H -9.275339 13.794584 17.930627 -0.84 0.93 0.11
H -8.743242 15.044499 18.483950 0.31 0.54 0.38
O -7.568282 7.802687 17.247970 0.98 -1.49 0.17
H -8.322896 7.636644 17.806453 -0.48 -0.37 0.31
H -7.730908 8.701817 16.981350 0.45 0.09 -0.12

17
Properties=species:S:1:pos:R:3:forces:R:3 method="wB97M-V/def2-TZVPD" charge=+1 homo_energy_ev=-13.793 lumo_ev=-8.81 multiplicity=1 orbital_gap_ev=4.98
Al -13.965140 -9.415210 -6.095790 0.17 5.43 4.51
B -13.201440 -7.180620 -5.393690 1.59 -0.02 1.70
H -12.810960 -6.175060 -5.418530 1.82 3.33 -0.82
H -13.525010 -7.406710 -6.397890 -1.01 -0.45 -2.98
H -12.493290 -7.880600 -4.978000 2.94 -1.99 1.17
H -14.113820 -7.206510 -4.818250 0.40 0.81 2.40
B -13.938190 -9.607470 -3.655040 0.50 0.39 0.29
H -14.694350 -10.077920 -4.264260 -4.49 -2.93 -2.93
H -13.073950 -9.325240 -4.236140 4.11 0.66 -1.92
H -14.306790 -8.774490 -3.076670 -1.63 3.27 0.89
H -13.655030 -10.385940 -2.963640 1.26 -3.66 1.46
O -15.480280 -7.947280 -5.369710 -4.18 -2.19 -2.13
H -16.366620 -7.693650 -5.627210 -0.94 -0.42 -0.38
H -15.282890 -7.395110 -4.613160 0.06 -0.09 0.58
O -13.805190 -8.164990 -7.909350 -0.40 -2.35 -0.80
H -14.516440 -7.689120 -8.338210 -0.90 0.40 -0.23
H -13.241930 -8.453160 -8.627630 0.68 -0.19 -0.83

33
Properties=species:S:1:pos:R:3:forces:R:3 method="wB97M-V/def2-TZVPD" charge=+2 homo_energy_ev=-17.749 lumo_ev=-14.75 multiplicity=1 orbital_gap_ev=2.99 de_lowest_ev=3.0181
Al 0.612904 0.397621 2.900642 -0.35 -0.67 -1.67
B 0.297204 -0.190879 -0.205098 1.46 -1.21 2.87
H 0.205404 -0.201849 -1.280138 -1.66 0.88 -4.42
H -0.374166 -0.951739 0.161772 -2.18 -3.72 0.75
H 1.318524 -0.361809 0.098092 3.48 -0.56 1.40
H -0.079716 0.748241 0.169382 -0.77 5.09 0.71
O -1.126926 2.521681 1.694012 0.83 -0.70 0.26
H -1.175516 3.477081 1.661382 0.13 0.66 0.14
H -1.998186 2.227831 1.427942 -0.48 -0.29 -0.17
O -1.436686 3.587131 -1.322238 0.85 0.43 0.27
H -1.760946 2.711251 -1.112678 -0.62 -0.47 0.16
H -1.827386 3.790721 -2.172028 -0.27 0.40 -0.51
O 3.179704 -0.801879 1.939702 -0.78 0.35 0.54
H 2.961644 -1.687359 1.648802 0.08 -0.33 0.16
H 3.804044 -0.482229 1.288362 0.41 0.42 -0.25
O 0.353654 -3.162999 -1.145928 -0.19 0.00 -0.26
H 1.289674 -3.361029 -1.116128 0.48 -0.39 -0.25
H 0.292064 -2.251249 -0.861088 -0.21 0.29 0.37
O 0.387014 -0.629959 -3.544958 0.42 0.49 -0.43
H 0.350244 -0.623119 -2.588488 0.32 -0.43 0.39
H -0.298566 -1.244379 -3.807088 -0.58 -0.40 -0.41
O -2.199726 -0.564709 2.160912 0.64 0.54 0.09
H -2.527716 -1.057169 1.408492 0.06 -0.54 -0.13
H -2.987246 -0.234859 2.593622 -0.37 0.06 0.40
O -2.347796 1.172251 -0.648538 -0.30 0.00 0.07
H -1.445826 0.858531 -0.583338 0.26 -0.26 -0.10
H -2.874716 0.468051 -0.270788 -0.48 -0.07 -0.14
O 2.673334 1.569701 -1.613418 0.48 -0.07 0.10
H 2.179344 0.769341 -1.435578 -0.20 -0.41 -0.19
H 2.104594 2.275891 -1.306728 -0.24 0.60 -0.01
O 0.684324 -2.577999 2.080452 0.06 0.90 0.19
H 0.447974 -3.449649 2.397642 -0.19 -0.39 0.33
H 1.319474 -2.740469 1.383022 -0.09 -0.21 -0.27

39
Properties=species:S:1:pos:R:3:forces:R:3 method="wB97M-V/def2-TZVPD" charge=+2 homo_energy_ev=-16.744 lumo_ev=-14.18 multiplicity=1 orbital_gap_ev=2.57 de_lowest_ev=0.9060
Al -2.543663 -1.393765 -0.441274 2.90 1.91 0.64
B 0.271465 -0.345218 0.049643 -1.03 0.65 -0.83
H 0.272101 0.785711 -0.154586 -0.99 1.29 -0.49
H 0.021966 -0.880187 -0.952576 0.31 -0.78 -1.65
H 1.336992 -0.615927 0.433734 1.03 -1.79 1.02
H -0.467597 -0.572677 0.929336 -0.90 -0.05 2.00
O -2.691616 1.430118 -0.045553 -0.47 -0.61 -0.04
H -1.978660 2.008149 0.292603 0.05 -0.25 0.17
H -3.498967 1.786157 0.353611 0.00 -0.02 -0.17
O 2.715207 -1.698433 -1.230149 -0.50 0.71 0.07
H 3.023999 -1.222919 -2.015646 0.12 -0.23 0.09
H 1.872836 -1.269727 -0.967361 0.57 -0.69 -0.65
O -2.482654 -0.298988 2.344423 0.17 -0.43 -0.30
H -2.558469 0.630925 2.598585 -0.07 -0.03 -0.13
H -2.339981 -0.769114 3.178462 -0.17 0.13 0.05
O 0.851773 1.271676 -2.570016 -0.21 -0.42 0.11
H 0.572540 0.685582 -1.845118 0.48 0.34 -0.27
H 1.534423 0.785690 -3.051040 -0.04 0.22 -0.13
O 3.960251 -0.581893 1.020561 -0.84 0.09 0.06
H 3.374045 -0.743646 0.251844 0.69 -0.18 0.07
H 3.552750 0.142701 1.519016 0.39 0.04 -0.07
O -1.094732 -2.939245 1.506757 -0.17 0.47 -0.35
H -0.349576 -3.555990 1.547601 -0.16 -0.14 -0.11
H -1.155626 -2.570535 2.397102 0.00 -0.12 0.01
O -0.341692 -2.885150 -1.995523 -0.64 0.05 0.16
H -0.383237 -2.935061 -2.962935 -0.02 -0.01 0.06
H -0.033565 -3.761507 -1.718413 0.03 0.06 -0.05
O 0.855402 -0.144511 3.339296 -0.22 0.18 -0.32
H 1.426372 0.623747 3.466473 0.03 -0.17 0.18
H 0.760930 -0.246243 2.383510 0.21 0.00 0.33
O -1.822097 0.417475 -2.677936 -0.27 -0.55 0.16
H -2.377800 0.729073 -3.404837 -0.10 -0.06 0.13
H -0.935746 0.777627 -2.869291 -0.06 0.00 -0.04
O -0.476870 2.517603 1.335462 0.06 -0.29 -0.02
H 0.018456 1.742124 1.028027 -0.11 0.24 0.39
H -0.282968 2.582185 2.280350 -0.08 0.28 -0.08
O 0.405535 3.892643 -1.157083 0.09 -0.48 -0.03
H 0.829271 3.290627 -1.794050 -0.11 0.19 0.06
H 0.159204 3.330924 -0.403010 0.04 0.44 -0.03

31
Properties=species:S:1:pos:R:3:forces:R:3 method="wB97M-V/def2-TZVPD" charge=0 homo_energy_ev=-10.510 lumo_ev=-0.38 multiplicity=1 orbital_gap_ev=10.13 de_lowest_ev=0.8972
Ar -0.046950 0.399576 -0.166476 -0.01 0.00 0.10
O 2.412108 0.553210 2.835819 0.22 -0.08 -0.13
H 1.869387 -0.014013 3.383487 -0.15 -0.17 0.16
H 1.933649 1.381477 2.800085 -0.05 0.19 -0.08
O -2.716431 2.920783 0.866544 0.00 0.18 -0.38
H -3.304039 3.502947 1.348235 -0.22 0.11 0.02
H -2.090420 2.614976 1.522904 0.19 -0.31 0.42
O 0.049173 0.171099 -3.460499 -0.32 0.42 -0.22
H -0.088923 0.955566 -2.929680 -0.18 0.20 0.05
H 0.832107 -0.235330 -3.088936 0.18 -0.58 -0.01
O -1.050522 -3.127991 0.298895 0.64 -0.39 0.46
H -1.766340 -2.657996 -0.128838 -0.38 0.36 -0.69
H -1.166383 -2.944721 1.231218 0.02 -0.03 0.23
O -3.240725 -1.878089 -0.962433 0.22 -0.49 0.08
H -3.157154 -0.962783 -0.695109 -0.11 0.81 -0.26
H -3.688275 -2.302053 -0.230189 -0.42 -0.15 0.10
O -3.442429 1.105057 -1.179843 -0.06 -0.46 -0.16
H -3.118312 1.772800 -0.575451 0.12 0.42 0.55
H -3.753502 1.598792 -1.938592 -0.07 -0.10 -0.27
O -1.222763 1.977078 3.288977 0.01 -0.12 -0.31
H -0.447501 2.524959 3.166424 0.27 0.19 0.00
H -1.507407 2.160832 4.184214 -0.18 0.02 0.27
O 2.196225 -1.643089 -3.294322 -0.13 -0.04 -0.08
H 2.606441 -0.946204 -3.806493 0.26 0.12 -0.28
H 2.446096 -1.454950 -2.389677 0.18 -0.12 0.58
O 2.654564 -1.732225 -0.080924 0.03 0.22 -0.15
H 3.408910 -2.321451 -0.078870 0.20 -0.22 -0.07
H 2.185720 -1.939771 0.727376 -0.35 -0.07 0.13
O 4.479474 0.458608 -0.472570 0.28 0.43 -0.30
H 5.073512 -0.227979 -0.169307 0.11 -0.09 0.09
H 3.660709 0.290884 -0.005970 -0.30 -0.25 0.15

no.,maximum force (eV/Å)
1,2.6
2,13.1
3,7.1
4,5.2
5,3.5
6,0.9